Computed, not measured: one molecule with the formula C4H8O2 in a non-equilibrium geometry, with wB97M-V/def2-TZVPD.

As for the orbital gap: 9.79 eV. The calculation puts the HOMO energy at -9.28 eV. As for the SMILES: C[C@H]1[C@@H](O)[C@H]1O. The value obtained for the total energy is -8370.029 eV. As for the relative energy (zero: lowest compared OMol25 entry of this formula, charge and spin): 75.0 kcal/mol. As for the multiplicity: 1.

Each line ends with the Mulliken charge.
Element x y z (Å)
C  -1.3793  0.7381  -0.5254  -1.212
C  -0.2443  0.7561  0.4628  0.446
C  0.2218  -0.5425  1.0177  -0.363
O  -0.1639  -1.7208  0.4425  -0.479
C  1.1148  0.3820  -0.0189  -0.389
O  1.2845  -0.2387  -1.2247  -0.493
H  -1.5152  1.7287  -0.9653  0.362
H  -1.1604  0.0328  -1.3304  0.246
H  -2.3070  0.4265  -0.0391  0.324
H  -0.2344  1.5619  1.1928  0.364
H  0.7186  -0.6127  1.9861  0.361
H  0.4953  -1.9623  -0.3607  0.239
H  2.0185  0.7424  0.4738  0.361
H  1.1509  -1.2917  -1.1111  0.236

---

Computed, not measured: one molecule with the formula C4H8O2 in a non-equilibrium geometry, with wB97M-V/def2-TZVPD.

As for the orbital gap: 10.71 eV. The calculation puts the HOMO energy at -9.64 eV. As for the SMILES: C1COCOC1. The value obtained for the total energy is -8371.757 eV. As for the relative energy (zero: lowest compared OMol25 entry of this formula, charge and spin): 35.2 kcal/mol. As for the multiplicity: 1.

Each line ends with the Mulliken charge.
Element x y z (Å)
C  -0.9127  0.2248  0.8956  -0.486
C  0.0431  -0.9742  0.8336  -0.421
O  1.3250  -0.5498  0.2256  -0.382
C  1.1318  -0.2875  -1.1212  -0.224
O  -0.1406  0.2766  -1.3809  -0.389
C  -0.5678  1.1083  -0.3120  -0.421
H  -0.7799  0.7861  1.8182  0.291
H  -1.9437  -0.1212  0.8358  0.288
H  0.3539  -1.3186  1.8170  0.321
H  -0.3974  -1.8119  0.2818  0.271
H  1.9349  0.4016  -1.4364  0.276
H  1.1668  -1.2110  -1.7270  0.269
H  -1.4360  1.6535  -0.6805  0.334
H  0.2225  1.8233  -0.0496  0.273

---

Computed, not measured: a 2-piece molecular cluster, C4H8O2 overall, with wB97M-V/def2-TZVPD.

As for the orbital gap: 9.34 eV. The calculation puts the HOMO energy at -9.75 eV. As for the SMILES: CCC(=O)C=O.[H][H]. The value obtained for the total energy is -8370.589 eV. As for the relative energy (zero: lowest compared OMol25 entry of this formula, charge and spin): 62.1 kcal/mol. As for the multiplicity: 1.

Each line ends with the Mulliken charge.
Element x y z (Å)
C  -2.0822  0.2967  -0.1343  -1.191
C  -0.7554  -0.4499  -0.0773  -0.247
C  0.4212  0.4386  -0.4250  0.648
O  0.3270  1.6135  -0.6801  -0.510
C  1.8153  -0.2283  -0.4935  -0.321
O  2.8130  0.4014  -0.7249  -0.433
H  -2.1186  1.0928  0.6148  0.299
H  -2.9210  -0.3833  0.0407  0.362
H  -2.2119  0.7656  -1.1137  0.304
H  -0.7461  -1.2942  -0.7823  0.328
H  -0.5940  -0.9038  0.9131  0.288
H  1.8305  -1.3227  -0.2968  0.401
H  1.8141  -0.1793  1.7278  -0.040
H  2.4079  0.1530  1.4314  0.113

---

Computed, not measured: a 2-piece molecular cluster, C4H8O2 overall, with wB97M-V/def2-TZVPD.

As for the orbital gap: 10.54 eV. The calculation puts the HOMO energy at -9.77 eV. As for the SMILES: O[C@H]1[C@H]2C[C@@H]12.O. The value obtained for the total energy is -8369.750 eV. As for the relative energy (zero: lowest compared OMol25 entry of this formula, charge and spin): 81.4 kcal/mol. As for the multiplicity: 1.

Each line ends with the Mulliken charge.
Element x y z (Å)
O  -0.7512  -1.6468  0.3402  -0.572
C  0.2457  -0.8035  0.8768  0.140
C  0.8180  0.2568  0.0335  -0.310
C  -0.4421  1.1614  -0.0278  -0.513
C  0.0948  0.6372  1.2507  -0.561
H  -1.6225  -1.3460  0.6165  0.313
H  0.9251  -1.3650  1.5173  0.316
H  1.8475  0.3452  -0.3116  0.308
H  -0.2975  2.2153  -0.2686  0.306
H  -1.4597  0.8407  -0.3042  0.237
H  0.4322  1.1779  2.1143  0.312
O  0.3005  -0.5064  -2.2897  -0.696
H  -0.0964  0.2530  -1.8430  0.369
H  0.0056  -1.2198  -1.7044  0.351

---

Computed, not measured: a 2-piece molecular cluster, C4H8O2 overall in a non-equilibrium geometry, with wB97M-V/def2-TZVPD.

As for the orbital gap: 9.36 eV. The calculation puts the HOMO energy at -9.23 eV. As for the SMILES: C=C(C)O.C=O. The value obtained for the total energy is -8369.603 eV. As for the relative energy (zero: lowest compared OMol25 entry of this formula, charge and spin): 84.8 kcal/mol. As for the multiplicity: 1.

Each line ends with the Mulliken charge.
Element x y z (Å)
C  -0.8602  -0.8005  -1.2159  -0.739
C  -0.9568  -0.3437  0.0014  0.497
C  -1.1905  1.0026  0.4059  -1.073
O  -0.6545  -1.2633  1.0790  -0.512
H  -0.5008  -1.8240  -1.3594  0.307
H  -0.9291  -0.2935  -2.2734  0.233
H  -1.4711  0.9110  1.4757  0.344
H  -0.2532  1.5542  0.3587  0.258
H  -1.9626  1.3858  -0.2257  0.369
H  -0.1816  -0.6861  1.7296  0.311
C  2.0973  0.0588  0.0449  0.004
O  2.0617  -0.3605  1.2191  -0.465
H  2.3016  1.1385  -0.4355  0.213
H  2.4997  -0.4794  -0.8043  0.255

---

Computed, not measured: a 2-piece molecular cluster, C4H8O2 overall, with wB97M-V/def2-TZVPD.

As for the orbital gap: 9.72 eV. The calculation puts the HOMO energy at -8.98 eV. As for the SMILES: O=CC/C=C/O.[H][H]. The value obtained for the total energy is -8370.105 eV. As for the relative energy (zero: lowest compared OMol25 entry of this formula, charge and spin): 73.3 kcal/mol. As for the multiplicity: 1.

Each line ends with the Mulliken charge.
Element x y z (Å)
O  1.5708  1.2951  0.9210  -0.509
C  1.3096  0.1200  1.0373  0.057
C  1.1681  -0.8545  -0.1087  -0.434
C  -0.3381  -0.8833  -0.1134  -0.497
C  -1.1031  -0.1206  -0.8985  -0.233
O  -2.4059  0.1699  -0.6718  -0.471
H  0.9934  -0.2922  2.0191  0.331
H  1.6098  -0.4374  -1.0196  0.287
H  1.6139  -1.8313  0.1133  0.286
H  -0.8019  -1.3645  0.7466  0.286
H  -0.7505  0.3319  -1.8213  0.525
H  -2.5972  -0.0088  0.2600  0.306
H  -0.5266  1.9359  -0.4633  0.149
H  0.1078  2.0342  -0.0887  -0.084

---

Computed, not measured: one molecule with the formula C4H8O2 in a non-equilibrium geometry, with wB97M-V/def2-TZVPD.

As for the orbital gap: 10.73 eV. The calculation puts the HOMO energy at -9.87 eV. As for the SMILES: O=CCCCO. The value obtained for the total energy is -8371.685 eV. As for the relative energy (zero: lowest compared OMol25 entry of this formula, charge and spin): 36.8 kcal/mol. As for the multiplicity: 1.

Each line ends with the Mulliken charge.
Element x y z (Å)
O  -0.2685  -2.1788  -1.6121  -0.467
C  -1.0326  -1.5246  -0.9539  -0.026
C  -0.9636  -0.0605  -0.6690  -0.302
C  0.0602  0.1016  0.4712  -0.632
C  0.5394  1.5413  0.6220  -0.544
O  1.4431  1.5861  1.7599  -0.515
H  -1.9721  -1.9594  -0.5584  0.298
H  -0.5260  0.4665  -1.5176  0.291
H  -1.9493  0.2757  -0.3588  0.309
H  -0.1669  -0.2221  1.4882  0.343
H  1.0004  -0.4059  0.2283  0.296
H  -0.2174  2.2518  0.9251  0.280
H  1.0376  1.9232  -0.2744  0.375
H  2.1540  2.1881  1.5639  0.296

---

Computed, not measured: one molecule with the formula C4H8O2, with wB97M-V/def2-TZVPD.

As for the orbital gap: 10.49 eV. The calculation puts the HOMO energy at -9.46 eV. As for the SMILES: CO[C@H]1C[C@H]1O. The value obtained for the total energy is -8370.913 eV. As for the relative energy (zero: lowest compared OMol25 entry of this formula, charge and spin): 54.6 kcal/mol. As for the multiplicity: 1.

Each line ends with the Mulliken charge.
Element x y z (Å)
C  1.6482  -0.5553  -1.0434  -0.748
O  0.4332  0.1660  -1.0215  -0.348
C  -0.4983  -0.4083  -0.1602  -0.020
C  -0.4067  -0.0247  1.3020  -0.576
C  -1.4933  0.5402  0.4233  -0.158
O  -1.4990  1.8799  0.0547  -0.545
H  1.5104  -1.5473  -1.4989  0.272
H  2.0503  -0.6884  -0.0289  0.330
H  2.3571  0.0176  -1.6457  0.246
H  -0.8046  -1.4231  -0.4263  0.361
H  0.3981  0.6666  1.5464  0.254
H  -0.6484  -0.7452  2.0779  0.253
H  -2.5078  0.1775  0.5661  0.343
H  -0.6270  2.0788  -0.3137  0.336

---

Computed, not measured: one molecule with the formula C4H8O2 in a non-equilibrium geometry, with wB97M-V/def2-TZVPD.

As for the orbital gap: 9.75 eV. The calculation puts the HOMO energy at -9.01 eV. As for the SMILES: OC[C@@H]1C[C@@H]1O. The value obtained for the total energy is -8368.769 eV. As for the relative energy (zero: lowest compared OMol25 entry of this formula, charge and spin): 104.1 kcal/mol. As for the multiplicity: 1.

Each line ends with the Mulliken charge.
Element x y z (Å)
O  2.0035  0.4846  0.0842  -0.572
C  1.2064  -0.5519  -0.3086  -0.547
C  -0.1452  -0.6519  0.4100  -0.222
C  -1.5247  -0.5759  -0.3485  -0.806
C  -0.8905  0.6067  0.4776  0.060
O  -0.5512  1.4608  -0.3532  -0.489
H  2.0537  0.5125  1.1333  0.320
H  1.1195  -0.0971  -1.3885  0.209
H  1.9793  -1.4075  -0.6637  0.300
H  -0.3139  -1.3890  1.1643  0.440
H  -1.4621  -0.2738  -1.4926  0.243
H  -2.4354  -1.0148  0.1570  0.275
H  -1.3749  1.0611  1.3318  0.417
H  0.3356  1.8365  -0.2030  0.371

---

Computed, not measured: one molecule with the formula C4H8O2, with wB97M-V/def2-TZVPD.

As for the orbital gap: 10.79 eV. The calculation puts the HOMO energy at -9.98 eV. As for the SMILES: CC[C@@H](O)C=O. The value obtained for the total energy is -8371.664 eV. As for the relative energy (zero: lowest compared OMol25 entry of this formula, charge and spin): 37.3 kcal/mol. As for the multiplicity: 1.

Each line ends with the Mulliken charge.
Element x y z (Å)
C  1.5795  -0.5024  0.2155  -1.264
C  0.1662  -0.9431  -0.3113  -0.446
C  -1.0067  0.0750  -0.3336  0.222
O  -2.0310  -0.2379  0.5839  -0.548
C  -0.4439  1.4367  -0.0102  0.145
O  -1.0831  2.3161  0.5171  -0.522
H  2.2963  -1.2379  -0.1492  0.338
H  1.6127  -0.4968  1.3108  0.315
H  2.0319  0.4573  -0.0803  0.412
H  -0.1606  -1.7711  0.3277  0.261
H  0.2830  -1.3624  -1.3177  0.313
H  -1.4502  0.1276  -1.3487  0.220
H  -2.4213  0.6187  0.8303  0.321
H  0.6271  1.5202  -0.2342  0.234